Record 1
# C5H11NO

A molecular structure, C5H11NO (the ωB97M-V functional and the def2-TZVPD basis, the Open Molecules 2025 dataset).

```
18
Properties=species:S:1:pos:R:3:forces:R:3:lowdin_charge:R:1
C -0.225 -1.094 1.255 -1.3 -1.0 -0.4 -0.258
C -1.062 -1.569 0.267 0.5 -0.5 2.4 -0.133
C 1.430 0.791 -0.217 -1.3 -0.7 -1.4 -0.207
C 0.782 2.113 0.160 0.1 0.0 0.0 -0.173
C -0.766 -0.612 -1.460 -0.9 0.6 -2.0 -0.103
O -0.554 -0.120 2.131 0.1 0.2 -0.3 0.013
N -1.061 -1.093 -2.519 0.2 -0.4 0.5 0.092
H -1.391 0.287 1.869 0.1 -0.1 0.0 0.113
H 0.709 -1.568 1.510 0.1 0.1 -0.1 0.121
H -1.371 -1.994 -2.853 -0.1 0.1 0.0 0.074
H -2.118 -1.331 0.345 0.1 0.2 -0.2 0.086
H -0.875 -2.584 -0.056 0.2 0.1 -0.3 0.082
H 2.086 0.903 -1.084 0.2 0.2 0.1 0.061
H 2.030 0.397 0.599 -0.2 -0.3 0.0 0.057
H 0.540 0.119 -0.724 2.1 1.2 1.7 0.006
H 0.103 2.448 -0.625 0.0 0.0 0.0 0.063
H 1.528 2.893 0.318 0.0 0.1 0.0 0.060
H 0.215 2.014 1.084 0.0 0.0 0.0 0.044
```
Forces are in eV/Å.

Output
HOMO-LUMO gap   0.3023 hartree
Multiplicity   1

Record 2
# C34H74N2O18PS6

6 unconnected molecules or ions with the total composition C34H74N2O18PS6 (the ωB97M-V functional and the def2-TZVPD basis, the Open Molecules 2025 dataset).

```
135
Properties=species:S:1:pos:R:3:forces:R:3:lowdin_charge:R:1
C -0.430 1.284 6.169 -0.1 0.4 0.1 -0.112
C 1.042 0.656 5.952 -0.2 -0.3 0.5 -0.205
C 0.916 -0.765 5.205 -0.4 0.5 1.6 -0.218
N 2.113 -1.079 4.365 -1.1 -2.1 -0.7 -0.034
C 2.009 -2.489 3.946 0.6 -2.8 -0.7 -0.078
C 2.840 -3.513 4.803 -1.8 -0.3 -2.1 -0.037
C 3.730 -2.947 6.014 -0.5 0.1 0.0 -0.133
C 4.960 -2.047 5.516 0.9 0.0 0.0 -0.187
C 5.593 -2.481 4.106 1.3 1.0 -0.3 -0.182
C 5.279 -1.410 2.916 -0.6 -0.5 -0.4 -0.127
C 4.679 -2.104 1.590 -0.1 -0.1 0.6 -0.176
O 5.658 -1.922 0.500 -2.6 0.1 -1.4 -0.057
C 4.956 -1.617 -0.702 0.5 3.2 -2.1 -0.359
C 3.788 -2.524 -1.322 0.4 -0.7 0.3 0.004
O 5.243 -0.558 -1.330 -1.1 -5.5 3.0 0.041
C 2.733 -5.006 4.402 -2.0 2.5 -2.7 -0.207
P 3.650 -6.353 5.371 -1.3 0.6 4.1 0.754
O 3.466 -6.209 6.910 0.6 0.0 -4.0 -0.475
C 1.870 -5.372 3.181 1.3 2.5 2.0 0.019
N 1.152 -4.378 2.395 1.7 0.2 1.9 -0.077
C 0.399 -4.898 1.215 -1.3 -1.2 -0.8 -0.052
C 1.153 -2.969 2.715 2.0 -0.1 2.9 -0.070
C 0.392 -1.834 1.898 1.3 0.2 -0.3 -0.419
S -1.430 -2.110 1.683 0.1 0.2 -1.0 0.814
C -1.758 -1.651 -0.115 0.5 0.3 -1.7 -0.477
C -0.796 -2.405 -1.150 0.0 0.1 -0.8 -0.174
H -0.480 2.421 5.979 0.4 -1.8 0.3 0.066
H -1.231 0.820 5.477 1.4 0.6 1.1 0.076
H -0.742 1.094 7.253 0.3 0.3 -1.6 0.078
H 1.490 0.432 6.993 -0.6 0.5 -1.7 0.111
H 1.788 1.373 5.448 -1.4 -1.1 0.4 0.106
H 0.871 -1.565 6.040 0.0 1.1 -1.5 0.135
H -0.081 -0.829 4.652 1.3 0.1 0.4 0.105
H 2.213 -0.449 3.557 -0.3 -0.4 0.5 0.111
H 4.114 -3.782 6.709 -0.8 1.0 -1.4 0.110
H 3.055 -2.287 6.682 0.9 -1.1 -1.2 0.127
H 5.794 -2.138 6.309 -1.4 0.0 -1.1 0.122
H 4.728 -0.922 5.458 0.0 -1.9 0.1 0.111
H 5.354 -3.549 3.777 0.1 1.4 0.5 0.094
H 6.742 -2.445 4.228 -1.8 -0.2 -0.1 0.119
H 4.499 -0.649 3.290 1.4 -1.1 -0.5 0.095
H 6.236 -0.865 2.576 -1.6 -0.8 0.7 0.133
H 4.469 -3.220 1.765 0.4 1.5 -0.3 0.124
H 3.695 -1.627 1.254 1.3 -0.5 0.7 0.108
H 2.778 -2.392 -0.788 1.6 -0.1 -0.6 0.059
H 3.647 -2.241 -2.418 0.3 -0.2 1.7 0.104
H 4.074 -3.638 -1.284 -0.4 1.7 0.1 0.101
H 3.026 -7.600 4.967 0.7 0.9 -0.5 0.032
H 5.030 -6.272 4.966 -0.8 -0.2 -0.2 0.029
H 1.810 -6.474 2.866 -0.2 2.1 0.3 0.134
H 0.581 -6.031 1.081 0.0 1.9 0.5 0.115
H 0.681 -4.414 0.224 -0.2 -0.3 1.6 0.094
H -0.728 -4.773 1.415 1.8 0.0 -0.4 0.090
H 0.971 -1.703 0.906 -1.2 -0.3 1.3 0.088
H 0.508 -0.819 2.437 0.0 -1.9 -0.6 0.084
H -2.850 -1.905 -0.433 1.9 0.3 1.1 0.070
H -1.605 -0.519 -0.288 -0.3 -1.8 0.6 0.096
H -0.838 -3.545 -1.067 0.0 1.6 0.0 0.066
H -1.135 -2.161 -2.228 0.4 -0.3 1.8 0.099
H 0.305 -2.052 -1.107 -1.7 -0.6 0.1 0.055
O 4.012 5.270 -1.934 0.3 -0.4 -0.4 -0.282
S 5.198 5.071 -2.726 0.8 0.0 0.3 0.621
O 5.148 4.452 -4.026 -0.1 0.0 1.4 -0.304
O 6.309 4.314 -1.828 -0.4 1.0 -0.4 -0.261
C 5.961 3.062 -1.229 -0.2 -1.0 0.0 -0.260
C 5.926 1.937 -2.246 -0.1 0.0 -0.1 -0.077
C 6.047 6.616 -2.884 0.1 0.0 0.1 -0.111
H 5.008 3.144 -0.697 0.0 0.2 -0.1 0.100
H 6.729 2.843 -0.482 0.0 0.4 -0.1 0.124
H 5.124 2.086 -2.973 0.0 0.0 0.1 0.074
H 5.758 0.971 -1.753 0.4 1.3 -0.4 0.021
H 6.865 1.894 -2.805 0.0 0.1 0.1 0.093
H 6.122 7.083 -1.903 0.0 -0.1 -0.1 0.075
H 5.465 7.246 -3.557 -0.1 -0.2 0.0 0.081
H 7.034 6.435 -3.308 -0.1 0.0 0.0 0.079
O -4.446 -2.836 -1.806 -0.2 -0.6 -0.1 -0.303
S -5.328 -3.943 -1.515 -1.0 -0.1 0.2 0.606
O -5.232 -5.196 -2.216 0.4 0.8 0.2 -0.274
O -6.856 -3.427 -1.572 1.1 -0.3 0.7 -0.259
C -7.321 -2.800 -2.773 -0.5 0.3 -1.1 -0.253
C -7.550 -3.810 -3.880 0.2 -0.3 -0.1 -0.069
C -5.265 -4.280 0.222 -0.1 0.1 0.1 -0.121
H -6.627 -2.016 -3.090 0.1 -0.1 0.2 0.118
H -8.270 -2.313 -2.533 0.2 -0.1 0.3 0.118
H -6.612 -4.272 -4.195 -0.1 0.1 0.0 0.068
H -7.999 -3.334 -4.753 0.0 0.1 0.1 0.086
H -8.206 -4.615 -3.537 0.0 0.2 0.0 0.089
H -5.368 -3.344 0.770 0.0 -0.1 -0.1 0.075
H -4.298 -4.736 0.435 0.0 0.0 -0.1 0.069
H -6.065 -4.973 0.477 0.1 0.1 -0.1 0.078
O 1.161 4.152 4.849 -0.2 0.0 -0.6 -0.301
S 0.773 5.256 4.009 0.2 0.9 -0.2 0.603
O -0.200 5.104 2.958 0.5 -0.4 0.6 -0.280
O 2.099 5.948 3.396 -0.8 -0.1 0.7 -0.259
C 3.013 5.135 2.656 0.5 -0.6 -0.7 -0.263
C 2.476 4.796 1.278 -0.3 -0.1 -0.1 -0.069
C 0.266 6.605 5.037 0.2 0.1 0.0 -0.117
H 3.263 4.230 3.218 -0.1 0.1 0.1 0.111
H 3.935 5.712 2.548 -0.2 0.2 0.3 0.126
H 1.589 4.163 1.344 0.1 0.0 0.0 0.068
H 3.226 4.263 0.689 0.0 0.2 0.0 0.061
H 2.184 5.704 0.744 0.1 -0.1 0.0 0.093
H 1.008 6.755 5.819 0.0 0.0 -0.1 0.076
H -0.696 6.342 5.477 0.1 -0.1 -0.1 0.078
H 0.159 7.498 4.421 0.0 -0.1 0.0 0.079
O -10.848 -0.416 -1.889 -0.2 -0.6 -0.3 -0.286
S -11.728 -1.519 -1.600 -0.7 0.0 0.3 0.594
O -11.634 -2.772 -2.304 0.3 0.7 0.1 -0.288
O -13.258 -1.001 -1.657 0.8 -0.3 0.6 -0.263
C -13.720 -0.372 -2.855 -0.3 0.3 -1.0 -0.264
C -13.950 -1.379 -3.966 0.2 -0.3 -0.1 -0.076
C -11.666 -1.857 0.136 -0.2 0.1 0.1 -0.121
H -13.025 0.411 -3.170 0.1 -0.1 0.2 0.117
H -14.667 0.116 -2.613 0.2 -0.1 0.3 0.124
H -13.013 -1.841 -4.282 -0.1 0.1 0.0 0.068
H -14.399 -0.899 -4.839 0.0 0.1 0.1 0.083
H -14.608 -2.184 -3.626 0.0 0.1 0.0 0.087
H -11.769 -0.922 0.685 0.0 -0.1 -0.1 0.076
H -10.700 -2.315 0.349 0.0 0.1 -0.2 0.073
H -12.468 -2.550 0.390 0.1 0.1 -0.1 0.077
O 3.831 4.706 -10.304 -0.2 0.4 0.5 -0.281
S 2.766 5.223 -9.486 -0.4 -0.2 0.4 0.602
O 2.743 6.595 -9.049 0.3 -0.6 -0.4 -0.285
O 2.576 4.261 -8.200 -0.4 0.3 -0.9 -0.269
C 3.705 4.021 -7.356 0.8 0.2 0.7 -0.258
C 4.028 5.223 -6.490 0.3 0.4 -0.3 -0.085
C 1.218 4.868 -10.268 -0.1 -0.1 0.1 -0.126
H 4.571 3.719 -7.952 -0.2 0.1 -0.1 0.118
H 3.447 3.177 -6.712 -0.3 0.0 -0.3 0.123
H 4.356 6.070 -7.097 -0.1 -0.1 -0.1 0.073
H 4.827 4.988 -5.780 -0.5 0.0 -0.6 0.038
H 3.143 5.548 -5.935 0.1 -0.1 0.0 0.092
H 1.207 3.823 -10.576 0.0 0.1 0.1 0.073
H 1.131 5.518 -11.139 0.1 0.0 0.1 0.077
H 0.412 5.078 -9.567 0.1 0.0 0.0 0.074
```
Forces are in eV/Å.

Output
Charge   +1
HOMO-LUMO gap   0.2604 hartree
Multiplicity   1